A structure of composition C31H39Br4N4OSSeSiW. Source: OMol25; level of theory: the ωB97M-V functional and the def2-TZVPD basis.

Geometry (Å):
W  0.362  0.096  -0.469
Br  0.824  -1.823  -1.940
C  3.655  -0.358  -4.365
Br  2.249  0.768  -4.763
H  3.496  -1.416  -4.488
H  4.596  0.081  -4.082
Br  -1.128  2.412  -4.635
C  -0.817  3.229  -2.981
C  -1.073  4.607  -2.794
C  -0.863  5.199  -1.581
Br  -1.189  7.046  -1.391
C  -0.401  4.450  -0.465
C  -0.106  4.943  0.824
C  0.380  4.084  1.772
C  0.541  2.723  1.475
N  0.229  2.217  0.298
C  -0.195  3.082  -0.672
C  -0.371  2.484  -1.929
O  -0.067  1.171  -1.989
H  -1.428  5.193  -3.630
H  -0.250  5.992  1.045
H  0.637  4.435  2.761
H  0.933  2.037  2.211
C  -2.831  -2.913  4.146
N  -2.057  -1.911  3.438
C  -1.362  -0.923  4.016
S  -0.539  0.216  3.058
N  -1.351  -0.895  5.354
C  -0.654  0.081  6.178
H  -3.259  -3.593  3.415
H  -3.650  -2.467  4.716
H  -2.199  -3.499  4.818
H  -2.134  -1.863  2.433
H  -1.915  -1.569  5.844
H  0.079  0.596  5.566
H  -0.150  -0.431  6.996
H  -1.351  0.813  6.586
C  -4.309  -2.796  -5.183
C  -3.744  -2.274  -3.890
C  -3.848  -0.934  -3.549
C  -3.328  -0.434  -2.360
C  -3.585  1.003  -1.995
C  -2.655  -1.322  -1.517
Se  -1.930  -0.640  0.147
C  -2.580  -2.690  -1.797
C  -1.998  -3.698  -0.844
C  -3.125  -3.138  -2.994
H  -4.708  -1.988  -5.795
H  -5.114  -3.508  -4.993
H  -3.542  -3.315  -5.759
H  -4.360  -0.252  -4.220
H  -4.040  1.531  -2.832
H  -2.684  1.536  -1.700
H  -4.269  1.052  -1.145
H  -1.136  -3.312  -0.307
H  -1.691  -4.595  -1.381
H  -2.752  -3.991  -0.107
H  -3.065  -4.195  -3.231
C  3.904  -2.146  0.644
Si  2.415  -1.505  1.550
C  1.027  -2.751  1.487
C  2.786  -1.124  3.335
N  1.958  -0.024  0.532
C  3.016  0.865  0.135
C  3.070  1.312  -1.187
C  4.079  2.170  -1.595
C  5.055  2.578  -0.699
C  5.009  2.127  0.613
C  3.996  1.279  1.032
H  4.176  -3.130  1.034
H  4.772  -1.492  0.740
H  3.677  -2.264  -0.418
H  1.076  -3.336  2.410
H  1.136  -3.426  0.639
H  0.039  -2.296  1.452
H  3.415  -1.945  3.697
H  1.865  -1.119  3.918
H  3.312  -0.194  3.543
H  2.354  0.960  -1.923
H  4.099  2.505  -2.625
H  5.850  3.237  -1.021
H  5.768  2.436  1.320
H  3.965  0.950  2.060

The HOMO-LUMO gap (alpha / beta) is 6.291 / 6.797 eV. The LUMO energy (alpha / beta) is -3.9 / -3.9 eV. The HOMO energy (alpha / beta) is -0.3745 / -0.3923 Ha. Its spin multiplicity is 3. As for the total charge: +1. The energy is -14951.12085 Eh. The calculation puts the relative energy (zero: lowest compared OMol25 entry of this formula, charge and spin) at 11.2 kcal/mol. The molecular weight is 1126.25 g mol⁻¹.



A structure of composition C32H45FeIN7O5SSi in a non-equilibrium geometry. Source: OMol25; level of theory: the ωB97M-V functional and the def2-TZVPD basis.

Geometry (Å):
Fe  0.006  -0.445  -1.006
O  1.354  -4.190  -0.610
C  0.462  -3.428  -0.895
N  0.455  -2.350  -1.710
C  0.997  -2.462  -2.964
O  1.345  -3.488  -3.513
C  1.045  -1.148  -3.705
C  1.689  -1.057  -4.926
C  1.694  0.169  -5.573
C  1.055  1.249  -4.982
C  0.442  1.073  -3.752
N  0.438  -0.106  -3.132
C  -0.884  -3.668  -0.207
C  -0.923  -4.442  0.935
C  -2.121  -4.688  1.578
C  -3.294  -4.147  1.066
C  -3.231  -3.385  -0.068
N  -2.046  -3.169  -0.698
H  2.160  -1.939  -5.335
H  2.191  0.281  -6.528
H  1.030  2.222  -5.452
H  -0.057  1.892  -3.246
H  0.022  -4.835  1.281
H  -2.144  -5.293  2.475
H  -4.250  -4.282  1.549
H  -4.082  -2.893  -0.510
N  -3.074  1.175  -0.656
C  -1.944  1.932  -0.618
O  -0.828  1.326  -0.788
C  -2.011  3.321  -0.479
I  -2.100  4.048  -3.152
H  -2.958  0.201  -0.407
H  -3.936  1.605  -0.370
H  -1.095  3.874  -0.351
H  -2.944  3.802  -0.229
O  0.091  -0.988  1.094
C  -1.060  -1.020  1.582
C  -1.326  -1.080  3.078
C  -2.848  -1.029  3.142
C  -3.264  -1.114  1.669
O  -4.412  -1.247  1.288
N  -2.168  -1.042  0.842
H  -0.821  -0.260  3.588
H  -0.905  -2.009  3.468
H  -3.229  -0.095  3.555
H  -3.308  -1.842  3.703
C  5.300  1.398  3.658
C  5.609  -0.090  3.518
C  4.411  -0.976  3.179
C  3.752  -0.712  1.831
N  2.911  0.478  1.889
C  2.223  0.947  0.846
S  2.480  0.368  -0.737
N  1.324  1.913  1.060
C  0.839  2.330  2.361
C  1.677  3.431  3.001
C  1.165  3.809  4.384
C  2.003  4.900  5.038
H  6.184  1.947  3.985
H  4.516  1.568  4.403
H  4.970  1.834  2.716
H  6.044  -0.451  4.453
H  6.377  -0.229  2.751
H  3.656  -0.904  3.972
H  4.739  -2.018  3.177
H  3.136  -1.562  1.528
H  4.505  -0.571  1.054
H  2.642  0.789  2.809
H  0.749  2.120  0.252
H  0.785  1.461  3.029
H  -0.190  2.669  2.224
H  1.672  4.305  2.344
H  2.720  3.106  3.069
H  1.158  2.919  5.024
H  0.124  4.137  4.308
H  3.038  4.575  5.161
H  1.617  5.167  6.021
H  2.011  5.803  4.425
C  -4.567  -1.254  -4.661
Si  -2.828  -0.678  -4.293
C  -2.736  1.148  -3.981
C  -1.638  -1.229  -5.612
C  -2.369  -1.620  -2.736
C  -2.120  -2.370  -1.825
H  -4.991  -0.691  -5.495
H  -5.215  -1.105  -3.795
H  -4.582  -2.313  -4.924
H  -2.697  1.687  -4.931
H  -1.847  1.427  -3.411
H  -3.599  1.513  -3.421
H  -1.905  -0.763  -6.564
H  -1.655  -2.312  -5.744
H  -0.617  -0.932  -5.372

The HOMO-LUMO gap (alpha / beta) is 4.889 / 5.771 eV. The LUMO energy (alpha / beta) is -1.6 / -1.6 eV. The HOMO energy (alpha / beta) is -0.2373 / -0.2698 Ha. Its spin multiplicity is 6. The energy is -4255.05122 Eh. The calculation puts the relative energy (zero: lowest compared OMol25 entry of this formula, charge and spin) at 0.0 kcal/mol. The molecular weight is 850.66 g mol⁻¹.



A structure of composition C8H8Cl8F12N2O8S4V in a non-equilibrium geometry. Source: OMol25; level of theory: the ωB97M-V functional and the def2-TZVPD basis.

Geometry (Å):
V  -0.310  0.000  -0.164
C  3.569  -1.296  -0.886
F  2.768  -2.337  -0.850
F  4.139  -1.063  0.285
F  4.524  -1.461  -1.793
S  2.462  0.258  -1.334
O  3.316  1.177  -2.042
O  1.330  -0.310  -2.079
N  1.626  0.738  0.079
S  2.570  1.920  0.577
O  3.957  1.545  0.786
O  2.268  3.223  -0.003
C  1.899  2.173  2.365
F  2.318  1.131  3.105
F  2.358  3.318  2.883
F  0.583  2.248  2.380
C  -1.479  -2.919  -2.567
F  -0.477  -2.257  -3.227
F  -2.604  -2.506  -3.133
F  -1.327  -4.237  -2.749
S  -1.476  -2.617  -0.674
O  -2.060  -3.776  -0.030
O  -0.067  -2.295  -0.360
N  -2.108  -1.005  -0.381
S  -3.578  -1.339  0.032
O  -4.324  -2.077  -0.998
O  -3.714  -1.844  1.406
C  -4.371  0.446  0.106
F  -4.198  0.944  -1.082
F  -5.634  0.238  0.440
F  -3.762  1.242  0.978
C  -1.210  -0.280  4.163
Cl  -1.008  -0.110  2.434
Cl  -0.888  1.269  5.022
H  -2.197  -0.545  4.542
H  -0.519  -1.078  4.437
C  -1.229  4.348  -0.023
Cl  -1.214  2.556  -0.313
Cl  -1.081  5.018  -1.658
H  -2.063  4.750  0.553
H  -0.272  4.538  0.463
C  3.562  -2.080  3.064
Cl  1.873  -1.803  2.540
Cl  4.266  -3.578  2.310
H  4.228  -1.269  2.768
H  3.634  -2.115  4.151
C  -0.705  0.551  -5.131
Cl  -1.061  0.982  -3.470
Cl  -1.980  1.117  -6.233
H  0.250  0.992  -5.415
H  -0.582  -0.523  -5.274

The HOMO-LUMO gap (alpha / beta) is 8.882 / 10.051 eV. The LUMO energy (alpha / beta) is -1.3 / -1.0 eV. The HOMO energy (alpha / beta) is -0.3728 / -0.4046 Ha. Its spin multiplicity is 4. The energy is -8437.62322 Eh. The molecular weight is 950.97 g mol⁻¹.